1.
DFT (ωB97M-V with the def2-TZVPD basis set) results for a 12-piece molecular cluster, C48H74N2O20 overall.

Each atom is followed by the atoms it is bonded to, with distances in Å.
Geometry (Å):
1 O -2.3029 -0.9993 -0.3531  C2 1.200
2 C -3.0218 -0.3102 -1.0222  O1 1.200, C3 1.517, O6 1.395
3 C -2.6404 0.8467 -1.9265  C2 1.517, C4 1.511, H7 1.069, H8 1.110
4 C -3.9092 1.0465 -2.7233  C3 1.511, C5 1.555, H9 1.085, H10 1.065
5 C -5.0464 0.5910 -1.7653  C4 1.555, O6 1.481, H11 1.090, H12 1.097
6 O -4.3993 -0.5293 -1.0454  C2 1.395, C5 1.481
7 H -2.4377 1.7337 -1.3657  C3 1.069
8 H -1.7795 0.5657 -2.5676  C3 1.110
9 H -4.0976 2.0209 -3.1628  C4 1.085
10 H -3.9187 0.3340 -3.5152  C4 1.065
11 H -5.2732 1.3974 -1.0684  C5 1.090
12 H -5.9625 0.1765 -2.2039  C5 1.097
13 O -4.4536 -5.3059 -2.8896  C14 1.215
14 C -3.6855 -4.9455 -2.0203  O13 1.215, C15 1.472, O18 1.348
15 C -3.8388 -3.7841 -1.1293  C14 1.472, C16 1.574, H19 1.103, H20 1.114
16 C -2.7522 -4.0367 -0.0185  C15 1.574, C17 1.505, H21 1.069, H22 1.065
17 C -1.7370 -4.8572 -0.7678  C16 1.505, O18 1.451, H23 1.104, H24 1.059
18 O -2.4605 -5.4851 -1.8579  C14 1.348, C17 1.451
19 H -3.6125 -2.8650 -1.6957  C15 1.103
20 H -4.8573 -3.8421 -0.6819  C15 1.114
21 H -2.3739 -3.1329 0.4079  C16 1.069
22 H -3.2049 -4.7133 0.6686  C16 1.065
23 H -0.8871 -4.3690 -1.2761  C17 1.104
24 H -1.3488 -5.6305 -0.1574  C17 1.059
25 O -3.2765 3.7833 0.6175  C26 1.208
26 C -2.3201 4.5148 0.5254  O25 1.208, C27 1.547, O30 1.322
27 C -2.2386 5.9858 0.9969  C26 1.547, C28 1.521, H31 1.111, H32 1.049
28 C -0.7550 6.3131 0.9283  C27 1.521, C29 1.528, H33 1.095, H34 1.062
29 C -0.2762 5.2595 -0.0701  C28 1.528, O30 1.429, H35 1.155, H36 1.123
30 O -1.2491 4.2200 -0.1913  C26 1.322, C29 1.429
31 H -2.7797 6.5128 0.1815  C27 1.111
32 H -2.7908 6.2069 1.8615  C27 1.049
33 H -0.5543 7.3721 0.7335  C28 1.095
34 H -0.3137 6.0889 1.8677  C28 1.062
35 H -0.2124 5.7947 -1.0911  C29 1.155
36 H 0.7510 4.8781 0.1735  C29 1.123
37 O 3.3570 0.8232 -3.8704  C38 1.204
38 C 2.8027 -0.2233 -3.6544  O37 1.204, C39 1.505, O42 1.350
39 C 3.2661 -1.3155 -2.7282  C38 1.505, C40 1.539, H43 1.090, H44 1.124
40 C 2.2876 -2.4581 -3.0535  C39 1.539, C41 1.480, H45 1.072, H46 1.100
41 C 1.1810 -1.7663 -3.7516  C40 1.480, O42 1.436, H47 1.111, H48 1.085
42 O 1.6304 -0.5024 -4.2631  C38 1.350, C41 1.436
43 H 4.3062 -1.5970 -2.8944  C39 1.090
44 H 3.2340 -1.0822 -1.6293  C39 1.124
45 H 2.8124 -3.2103 -3.6080  C40 1.072
46 H 1.8732 -2.8450 -2.1113  C40 1.100
47 H 0.7335 -2.3620 -4.5758  C41 1.111
48 H 0.3563 -1.5837 -3.0707  C41 1.085
49 O -2.2685 -2.3885 -3.8324  C50 1.212
50 C -2.4127 -3.3537 -4.5504  O49 1.212, C51 1.514, O54 1.339
51 C -3.5593 -3.7281 -5.4648  C50 1.514, C52 1.495, H55 1.104, H56 1.064
52 C -3.1763 -5.1165 -5.8667  C51 1.495, C53 1.531, H57 1.083, H58 1.077
53 C -1.6631 -5.1785 -5.6451  C52 1.531, O54 1.380, H59 1.079, H60 1.131
54 O -1.4468 -4.2788 -4.6218  C50 1.339, C53 1.380
55 H -4.4738 -3.6872 -4.8478  C51 1.104
56 H -3.5438 -2.9818 -6.2228  C51 1.064
57 H -3.7782 -5.8382 -5.3290  C52 1.083
58 H -3.3606 -5.2854 -6.9142  C52 1.077
59 H -1.2150 -6.0848 -5.2680  C53 1.079
60 H -1.0381 -4.7923 -6.5048  C53 1.131
61 O 0.1612 -5.3080 5.3962  C62 1.197
62 C 0.2205 -4.1457 5.6769  O61 1.197, C63 1.507, O66 1.384
63 C -0.4993 -3.4394 6.7973  C62 1.507, C64 1.516, H67 1.117, H68 1.079
64 C -0.5146 -1.9976 6.3278  C63 1.516, C65 1.567, H69 1.124, H70 1.103
65 C 0.7928 -1.9343 5.4655  C64 1.567, O66 1.488, H71 1.082, H72 1.114
66 O 0.9615 -3.2909 4.8788  C62 1.384, C65 1.488
67 H -1.5496 -3.7761 6.9758  C63 1.117
68 H 0.0559 -3.3090 7.7136  C63 1.079
69 H -1.3638 -1.7380 5.6381  C64 1.124
70 H -0.4891 -1.2403 7.1286  C64 1.103
71 H 0.7688 -1.2609 4.6191  C65 1.082
72 H 1.6563 -1.6529 6.1106  C65 1.114
73 O 3.1210 5.0046 0.7979  C74 1.209
74 C 3.7734 4.1746 0.2089  O73 1.209, C75 1.471, O78 1.432
75 C 4.9645 3.4002 0.5884  C74 1.471, C76 1.498, H79 1.151, H80 1.176
76 C 4.9874 2.2236 -0.3386  C75 1.498, C77 1.574, H81 1.087, H82 1.056
77 C 4.2838 2.8174 -1.6151  C76 1.574, O78 1.446, H83 1.074, H84 1.070
78 O 3.2803 3.6896 -1.0455  C74 1.432, C77 1.446
79 H 5.9110 4.0059 0.3406  C75 1.151
80 H 4.9585 3.0867 1.7222  C75 1.176
81 H 5.9892 1.9068 -0.6177  C76 1.087
82 H 4.3638 1.4277 -0.0335  C76 1.056
83 H 4.9370 3.4128 -2.2249  C77 1.074
84 H 3.7785 2.1355 -2.2674  C77 1.070
85 O 3.1617 -2.9365 0.0940  C86 1.205
86 C 3.9958 -2.6301 0.9079  O85 1.205, C87 1.524, O90 1.284
87 C 4.1879 -3.0771 2.3522  C86 1.524, C88 1.525, H91 1.078, H92 1.090
88 C 5.3432 -2.2547 2.9129  C87 1.525, C89 1.540, H93 1.068, H94 1.113
89 C 5.9100 -1.4902 1.7026  C88 1.540, O90 1.490, H95 1.133, H96 1.125
90 O 4.9716 -1.8538 0.6034  C86 1.284, C89 1.490
91 H 3.2811 -2.8560 2.8920  C87 1.078
92 H 4.1702 -4.1672 2.3529  C87 1.090
93 H 5.0277 -1.5220 3.6234  C88 1.068
94 H 6.1086 -2.9027 3.3956  C88 1.113
95 H 5.9503 -0.3636 1.8128  C89 1.133
96 H 6.9195 -1.8607 1.3717  C89 1.125
97 O -1.6244 3.8751 4.0095  C98 1.203
98 C -0.4324 3.7253 4.0774  O97 1.203, C99 1.475, O102 1.359
99 C 0.3976 2.5982 4.5421  C98 1.475, C100 1.549, H103 1.113, H104 1.090
100 C 1.8216 2.9062 4.0154  C99 1.549, C101 1.523, H105 1.073, H106 1.091
101 C 1.7419 4.4259 3.9430  C100 1.523, O102 1.423, H107 1.120, H108 1.143
102 O 0.3729 4.7819 3.7913  C98 1.359, C101 1.423
103 H 0.2453 2.6373 5.6441  C99 1.113
104 H -0.0010 1.6755 4.1211  C99 1.090
105 H 2.6270 2.6084 4.6584  C100 1.073
106 H 2.0785 2.3754 3.0979  C100 1.091
107 H 2.1318 4.8993 4.8805  C101 1.120
108 H 2.4035 4.7684 3.0756  C101 1.143
109 O -1.1605 -2.2174 2.9539  C110 1.202
110 C -2.1748 -1.5770 2.8722  O109 1.202, C111 1.477, O114 1.352
111 C -3.5732 -2.0482 2.9434  C110 1.477, C112 1.541, H115 1.105, H116 1.153
112 C -4.3548 -0.9241 2.2359  C111 1.541, C113 1.540, H117 1.057, H118 1.071
113 C -3.4961 0.2906 2.6329  C112 1.540, O114 1.413, H119 1.156, H120 1.084
114 O -2.1882 -0.2299 2.7565  C110 1.352, C113 1.413
115 H -3.7830 -2.9845 2.3946  C111 1.105
116 H -3.8533 -2.1666 4.0555  C111 1.153
117 H -4.2907 -1.1067 1.1968  C112 1.057
118 H -5.3561 -0.8414 2.6063  C112 1.071
119 H -3.4412 1.1792 1.8957  C113 1.156
120 H -3.8032 0.6943 3.5904  C113 1.084
121 C 0.9205 4.7388 -4.0269  C122 1.556, H126 1.085, H127 1.096, H128 1.051
122 C 1.0630 3.1933 -4.1339  C121 1.556, C123 1.536, H129 1.096, H130 1.061
123 C -0.2976 2.4995 -3.9711  C122 1.536, C124 1.469, H131 1.060, H132 1.128
124 C -1.2919 2.7303 -5.0279  C123 1.469, N125 1.166
125 N -2.0774 2.9204 -5.8679  C124 1.166
126 H 0.7754 5.0189 -2.9889  C121 1.085
127 H 0.1058 5.2205 -4.5795  C121 1.096
128 H 1.8043 5.2252 -4.3212  C121 1.051
129 H 1.6593 2.8493 -3.2805  C122 1.096
130 H 1.4919 2.9668 -5.0778  C122 1.061
131 H -0.8174 2.7902 -3.0937  C123 1.060
132 H -0.2194 1.3862 -3.8103  C123 1.128
133 C 0.7017 1.3317 -0.0366  C134 1.489, H138 1.086, H139 1.081, H140 1.106
134 C 0.7367 -0.1568 -0.0716  C133 1.489, C135 1.565, H141 1.111, H142 1.094
135 C 1.0202 -0.6505 1.3866  C134 1.565, C136 1.476, H143 1.122, H144 1.042
136 C 2.3346 -0.0718 1.7274  C135 1.476, N137 1.142
137 N 3.3072 0.4143 2.0770  C136 1.142
138 H -0.0427 1.6565 0.6845  C133 1.086
139 H 0.5764 1.8727 -0.9641  C133 1.081
140 H 1.5980 1.7324 0.4724  C133 1.106
141 H 1.5961 -0.6342 -0.5885  C134 1.111
142 H -0.1721 -0.6080 -0.4797  C134 1.094
143 H 1.1510 -1.7567 1.5243  C135 1.122
144 H 0.3250 -0.2917 2.0748  C135 1.042

As for the SMILES: O=C1CCCO1.O=C1CCCO1.O=C1CCCO1.O=C1CCCO1.O=C1CCCO1.O=C1CCCO1.O=C1CCCO1.O=C1CCCO1.O=C1CCCO1.O=C1CCCO1.CCCC#N.CCCC#N. The multiplicity is 1.



2.
DFT (ωB97M-V with the def2-TZVPD basis set) results for a 8-piece molecular cluster, C27H72ClN10O15 overall.

Each atom is followed by the atoms it is bonded to, with distances in Å.
Geometry (Å):
1 Cl 0.4611 -1.3246 -0.8308  O2 1.482, O3 1.375, O4 1.389, O5 1.434
2 O -0.8956 -1.0959 -1.3828  Cl1 1.482
3 O 0.7241 -0.3392 0.0910  Cl1 1.375
4 O 0.4522 -2.5293 -0.1397  Cl1 1.389
5 O 1.4781 -1.4332 -1.8364  Cl1 1.434
6 C 1.0250 3.5160 1.2886  O7 1.255, N8 1.283, N9 1.315
7 O 0.7101 3.3828 0.0808  C6 1.255
8 N 1.7085 4.5203 1.7015  C6 1.283, H10 1.010, H11 1.010
9 N 0.7501 2.5987 2.1902  C6 1.315, H12 1.010, H13 1.010
10 H 2.2079 5.0584 1.0079  N8 1.010
11 H 1.7120 4.8348 2.6613  N8 1.010
12 H 0.9596 2.6818 3.1747  N9 1.010
13 H 0.4673 1.7919 1.6524  N9 1.010
14 C 1.9647 2.5552 -3.2457  O15 1.252, N16 1.289, N17 1.330
15 O 2.4253 2.0544 -4.2973  C14 1.252
16 N 1.4647 1.9557 -2.2205  C14 1.289, H18 1.010, H19 1.010
17 N 1.8609 3.8563 -2.9880  C14 1.330, H20 1.010, H21 1.010
18 H 1.3705 0.9527 -2.1477  N16 1.010
19 H 0.9734 2.5317 -1.5520  N16 1.010
20 H 2.2895 4.5138 -3.6236  N17 1.010
21 H 1.3336 4.1839 -2.1913  N17 1.010
22 C -3.3791 -2.2162 1.6155  O23 1.204, N24 1.260, N25 1.317
23 O -4.0830 -1.4333 1.0308  C22 1.204
24 N -3.6325 -2.7009 2.7506  C22 1.260, H26 1.010, H27 1.010
25 N -2.3786 -2.8526 1.0415  C22 1.317, H28 1.010, H29 1.010
26 H -2.8224 -3.2415 3.0182  N24 1.010
27 H -4.3430 -2.4899 3.4367  N24 1.010
28 H -1.6402 -3.3169 1.5506  N25 1.010
29 H -2.0899 -2.5520 0.1215  N25 1.010
30 C -0.3385 -5.5159 2.3405  O31 1.412, H39 1.090, H40 1.090, H41 1.090
31 O -1.1694 -5.2139 3.4414  C30 1.412, C32 1.405
32 C -1.0618 -6.2825 4.3466  O31 1.405, C33 1.584, H42 1.090, H43 1.090
33 C -2.0969 -6.0359 5.5206  C32 1.584, N34 1.512, H44 1.090, H45 1.090
34 N -1.7192 -5.4188 6.8487  C33 1.512, C35 1.514, H46 1.010
35 C -1.6404 -3.9126 6.7143  N34 1.514, C36 1.515, H47 1.090, H48 1.090
36 C -1.5160 -3.2028 8.0470  C35 1.515, O37 1.424, H49 1.090, H50 1.090
37 O -2.8124 -3.0898 8.6249  C36 1.424, C38 1.431
38 C -2.7983 -2.1410 9.6953  O37 1.431, H51 1.090, H52 1.090, H53 1.090
39 H -0.4352 -4.6509 1.6844  C30 1.090
40 H -0.8228 -6.3619 1.8528  C30 1.090
41 H 0.7073 -5.7751 2.5056  C30 1.090
42 H -0.1230 -6.4147 4.8845  C32 1.090
43 H -1.3413 -7.2442 3.9163  C32 1.090
44 H -2.4244 -7.0559 5.7217  C33 1.090
45 H -2.9148 -5.6071 4.9416  C33 1.090
46 H -2.6132 -5.6140 7.2762  N34 1.010
47 H -2.4904 -3.4615 6.2024  C35 1.090
48 H -0.7846 -3.4444 6.2282  C35 1.090
49 H -1.1595 -2.1991 7.8154  C36 1.090
50 H -0.7283 -3.6788 8.6311  C36 1.090
51 H -2.2115 -1.2621 9.4281  C38 1.090
52 H -2.2100 -2.4417 10.5622  C38 1.090
53 H -3.7528 -1.6769 9.9439  C38 1.090
54 C -5.1433 -2.5558 -2.3079  O55 1.417, H63 1.090, H64 1.090, H65 1.090
55 O -5.0583 -1.3822 -1.5187  C54 1.417, C56 1.509
56 C -4.2460 -0.3242 -2.2240  O55 1.509, C57 1.509, H66 1.090, H67 1.090
57 C -3.8357 0.8356 -1.3500  C56 1.509, N58 1.495, H68 1.090, H69 1.090
58 N -4.9410 1.2702 -0.4423  C57 1.495, C59 1.480, H70 1.010
59 C -4.5614 2.4593 0.3532  N58 1.480, C60 1.527, H71 1.090, H72 1.090
60 C -3.2672 2.3916 1.1611  C59 1.527, O61 1.435, H73 1.090, H74 1.090
61 O -3.2734 1.0710 1.7214  C60 1.435, C62 1.367
62 C -2.3213 0.8406 2.6752  O61 1.367, H75 1.090, H76 1.090, H77 1.090
63 H -5.8205 -3.2354 -1.7906  C54 1.090
64 H -4.1358 -2.9552 -2.1919  C54 1.090
65 H -5.3966 -2.3703 -3.3517  C54 1.090
66 H -5.0509 0.1403 -2.7936  C56 1.090
67 H -3.5104 -0.6337 -2.9664  C56 1.090
68 H -3.5457 1.5797 -2.0918  C57 1.090
69 H -2.9546 0.5747 -0.7636  C57 1.090
70 H -5.4427 1.8418 -1.1069  N58 1.010
71 H -5.2430 2.6080 1.1907  C59 1.090
72 H -4.4969 3.2437 -0.4009  C59 1.090
73 H -3.3629 3.2617 1.8106  C60 1.090
74 H -2.5146 2.5975 0.4001  C60 1.090
75 H -2.2594 1.5458 3.5041  C62 1.090
76 H -1.3513 0.7079 2.1960  C62 1.090
77 H -2.3285 -0.1788 3.0611  C62 1.090
78 C 3.9443 0.6477 -0.5820  O79 1.446, H87 1.090, H88 1.090, H89 1.090
79 O 5.3075 0.6003 -0.1022  C78 1.446, C80 1.380
80 C 6.1168 0.4387 -1.2079  O79 1.380, C81 1.591, H90 1.090, H91 1.090
81 C 7.5791 0.9163 -0.8007  C80 1.591, N82 1.511, H92 1.090, H93 1.090
82 N 7.9707 0.2320 0.4881  C81 1.511, C83 1.460, H94 1.010
83 C 9.3039 0.6682 0.8940  N82 1.460, C84 1.533, H95 1.090, H96 1.090
84 C 9.1922 1.8444 1.8710  C83 1.533, O85 1.496, H97 1.090, H98 1.090
85 O 8.0069 1.6936 2.7712  C84 1.496, C86 1.426
86 C 8.0839 2.4594 3.9722  O85 1.426, H99 1.090, H100 1.090, H101 1.090
87 H 3.8027 1.3097 -1.4363  C78 1.090
88 H 3.5339 1.0721 0.3343  C78 1.090
89 H 3.4703 -0.3273 -0.6944  C78 1.090
90 H 5.7949 0.9436 -2.1187  C80 1.090
91 H 6.1319 -0.6299 -1.4220  C80 1.090
92 H 7.4313 1.9882 -0.6692  C81 1.090
93 H 8.2739 0.7054 -1.6137  C81 1.090
94 H 8.2118 -0.6666 0.0950  N82 1.010
95 H 9.8509 0.8830 -0.0241  C83 1.090
96 H 9.8191 -0.0846 1.4906  C83 1.090
97 H 9.0869 2.7544 1.2803  C84 1.090
98 H 10.0911 1.9853 2.4712  C84 1.090
99 H 8.4490 3.4555 3.7219  C86 1.090
100 H 8.7122 1.8507 4.6224  C86 1.090
101 H 7.2263 2.4030 4.6426  C86 1.090
102 C -1.2762 -1.4147 -5.0011  O103 1.468, H111 1.090, H112 1.090, H113 1.090
103 O -1.7841 -0.0416 -4.8971  C102 1.468, C104 1.368
104 C -0.8021 0.9103 -4.8829  O103 1.368, C105 1.510, H114 1.090, H115 1.090
105 C -1.2837 2.3254 -4.6715  C104 1.510, N106 1.475, H116 1.090, H117 1.090
106 N -2.2853 2.8839 -5.5992  C105 1.475, C107 1.512, H118 1.010
107 C -1.6253 3.3405 -6.8808  N106 1.512, C108 1.571, H119 1.090, H120 1.090
108 C -2.7266 3.6374 -7.9613  C107 1.571, O109 1.421, H121 1.090, H122 1.090
109 O -2.1268 3.3051 -9.2055  C108 1.421, C110 1.409
110 C -2.9890 2.7831 -10.1898  O109 1.409, H123 1.090, H124 1.090, H125 1.090
111 H -0.6531 -1.6663 -5.8593  C102 1.090
112 H -2.1274 -2.0863 -5.1133  C102 1.090
113 H -0.6972 -1.7208 -4.1299  C102 1.090
114 H -0.3794 0.9175 -5.8876  C104 1.090
115 H -0.0830 0.6704 -4.0997  C104 1.090
116 H -0.3695 2.9182 -4.6431  C105 1.090
117 H -1.5751 2.4369 -3.6271  C105 1.090
118 H -2.8610 2.1222 -5.9284  N106 1.010
119 H -1.1171 2.4885 -7.3325  C107 1.090
120 H -0.8875 4.1403 -6.8173  C107 1.090
121 H -2.9295 4.7049 -7.8749  C108 1.090
122 H -3.6929 3.1649 -7.7849  C108 1.090
123 H -2.5230 1.9733 -10.7512  C110 1.090
124 H -3.2100 3.4769 -11.0008  C110 1.090
125 H -3.9427 2.4920 -9.7496  C110 1.090

Its net charge is -1. The calculation puts the energy above the lowest of the compared OMol25 structures with the same formula, charge and spin at 100.4 kcal/mol. The multiplicity is 1.



| no. | HOMO-LUMO gap (eV) |
| --- | --- |
| 1 | 10.5 |
| 2 | 7.9 |